85
Properties=species:S:1:pos:R:3:forces:R:3:lowdin_charge:R:1 method="wB97M-V/def2-TZVPD" homo_energy_ha="-0.05820 / -0.10526" e_above_lowest_kj_mol=0.0 spin_multiplicity=5 energy_ha=-3118.77789 s2=6.03 charge=-1
C -1.812977 1.240849 -1.185107 0.095 0.465 -1.465 -0.190
C -0.816575 2.255400 -1.308654 -0.384 -0.008 -1.397 -0.195
C 0.374385 1.645469 -1.813655 -0.272 -0.033 -0.684 -0.202
H -0.969403 3.318979 -1.134018 0.136 -0.329 0.111 0.102
C 0.132647 0.239735 -1.969678 -0.600 0.587 -1.201 -0.184
C -1.235430 0.003810 -1.618448 0.373 0.684 -0.746 -0.187
H 0.822732 -0.488741 -2.396226 -0.229 0.198 0.208 0.081
C 0.570073 0.778287 2.459098 0.801 1.080 0.041 -0.201
C 0.232788 2.072928 1.908208 1.155 -0.458 0.499 -0.211
C 1.270711 2.407914 0.971732 1.259 -0.042 1.287 -0.158
H -0.580335 2.730513 2.208060 0.101 -0.238 -0.155 0.087
C 2.269455 1.375280 1.012092 -1.025 0.794 0.636 -0.266
C 1.778924 0.338235 1.864401 0.177 0.864 0.548 -0.124
H 1.282797 2.165154 -2.118974 -0.227 -0.128 0.315 0.094
H -1.758707 -0.940164 -1.720925 0.206 0.149 0.376 0.089
H -2.840154 1.396800 -0.866494 0.318 -0.142 0.061 0.094
H 2.337808 -0.564055 2.123099 -0.374 0.233 -0.058 0.092
H 1.360104 3.356179 0.432812 -0.106 -0.461 0.222 0.105
H 0.035927 0.261266 3.251549 0.015 0.017 -0.461 0.084
Cr -0.170833 0.746353 0.158574 1.099 0.484 -0.054 0.462
C 3.675431 1.438866 0.471629 -0.376 -0.425 -0.425 -0.489
C 4.643924 0.950211 1.558493 0.279 0.165 -0.077 -0.046
C 4.065905 2.867747 0.070746 0.179 -0.182 -0.013 -0.042
H 4.552508 1.598779 2.440522 -0.054 -0.201 -0.148 0.093
H 5.664499 0.995713 1.170195 -0.113 -0.044 0.237 0.063
H 4.427722 -0.080789 1.856932 0.030 0.176 -0.027 0.075
H 3.954665 3.540051 0.931323 -0.025 -0.121 -0.215 0.089
H 3.457091 3.244839 -0.760597 0.022 -0.053 0.153 0.077
H 5.117833 2.861555 -0.237390 -0.110 0.133 -0.025 0.077
C 3.696706 0.513436 -0.773917 0.407 0.024 -0.222 -0.046
C 5.045829 0.311403 -1.456863 0.271 0.266 0.302 -0.459
H 2.984280 0.912024 -1.515930 0.180 -0.155 0.328 0.096
H 3.325570 -0.493070 -0.502918 0.069 0.340 -0.011 0.147
O 6.140826 0.520789 -0.932750 -0.658 -0.286 -0.592 0.021
N 4.987626 -0.144774 -2.748015 0.060 -0.519 -0.268 0.046
C 3.808195 -0.352733 -3.580161 0.102 0.015 0.377 -0.145
H 5.883789 -0.395911 -3.145176 -0.124 0.224 0.119 0.140
C 3.303276 0.918064 -4.239313 0.051 0.368 -0.254 -0.219
C 2.223045 0.826658 -5.123843 0.090 0.308 0.063 -0.054
H 1.786577 -0.158872 -5.309043 -0.021 0.362 0.030 0.116
C 1.724389 1.969627 -5.751939 0.216 -0.065 0.111 -0.084
H 0.876277 1.881979 -6.434070 0.247 0.075 0.221 0.101
C 2.315652 3.217084 -5.509409 0.097 -0.182 0.140 -0.100
H 1.929598 4.110196 -6.003952 0.086 -0.256 0.164 0.096
C 3.404508 3.313234 -4.636862 -0.087 -0.423 -0.026 -0.083
H 3.881254 4.275030 -4.439135 -0.186 -0.246 -0.095 0.100
C 3.904189 2.162648 -4.007331 -0.249 0.006 -0.237 -0.039
H 4.777073 2.232089 -3.352222 -0.383 -0.004 -0.171 0.112
H 2.993818 -0.804705 -2.986972 0.307 0.161 -0.192 0.112
H 4.071792 -1.083172 -4.359862 -0.057 0.177 0.236 0.128
N -1.212846 -0.417030 0.977864 -5.910 -5.972 4.361 -0.309
P -2.424330 -1.311066 1.593582 5.407 4.412 -3.046 0.789
C -3.685084 -1.592564 0.343157 -0.932 -0.655 0.000 -0.289
C -4.735399 -0.671279 0.191223 -0.082 -0.391 -0.208 -0.086
C -5.697513 -0.869083 -0.800636 0.238 -0.034 -0.015 -0.091
C -5.590485 -1.958243 -1.672169 0.096 0.000 0.083 -0.104
C -4.520681 -2.853249 -1.551048 0.022 0.175 0.093 -0.095
C -3.570895 -2.678728 -0.541785 -0.429 0.276 0.015 -0.090
C -1.818478 -2.892277 2.171702 -0.376 -1.156 0.496 -0.282
C -2.732659 -3.821065 2.702277 0.610 -0.118 0.015 -0.090
C -2.278514 -5.039383 3.205402 0.131 0.001 -0.066 -0.098
C -0.915051 -5.351071 3.148761 -0.105 0.170 -0.050 -0.103
C -0.004776 -4.438513 2.601816 -0.290 0.003 0.045 -0.087
C -0.447810 -3.203178 2.121985 -0.314 -0.078 0.059 -0.056
C -3.269240 -0.461452 2.934912 -1.124 -0.131 0.799 -0.277
C -2.773715 0.762606 3.404398 -0.023 -0.199 -0.057 -0.057
C -3.406552 1.423518 4.454331 -0.260 -0.201 -0.012 -0.078
C -4.563178 0.882822 5.022648 0.059 -0.122 -0.051 -0.102
C -5.086174 -0.325688 4.545376 0.141 0.096 -0.126 -0.096
C -4.447869 -0.991808 3.496340 0.229 0.495 0.336 -0.097
H -4.814373 0.185453 0.864493 0.044 -0.287 -0.170 0.111
H -6.531893 -0.168241 -0.884648 0.260 -0.226 -0.056 0.099
H -6.343671 -2.108735 -2.447828 0.219 0.031 0.203 0.093
H -4.427913 -3.696655 -2.238388 -0.066 0.244 0.175 0.097
H -2.748264 -3.387892 -0.427381 -0.212 0.201 -0.019 0.111
H -3.797821 -3.590180 2.723772 0.303 -0.113 -0.019 0.088
H -2.993744 -5.741400 3.638959 0.254 0.122 -0.134 0.096
H -0.562291 -6.310047 3.531807 -0.084 0.249 -0.091 0.094
H 1.056751 -4.689413 2.552022 -0.308 0.079 0.030 0.100
H 0.255902 -2.479512 1.703414 -0.360 -0.023 0.090 0.099
H -1.896315 1.201636 2.933509 -0.169 -0.298 0.010 0.067
H -2.989976 2.363071 4.820867 -0.180 -0.231 -0.088 0.104
H -5.061580 1.407945 5.838036 0.101 -0.149 -0.168 0.094
H -5.991962 -0.751724 4.982549 0.238 0.189 -0.100 0.096
H -4.879385 -1.915763 3.109066 0.107 0.284 0.104 0.091